Record 1
Here is C40H25Cl2F9LiN4OP as an isolated structure from the OMol25 dataset. Energies are from ωB97M-V with the def2-TZVPD basis set.

Atoms and positions in Å:
Li1 -0.2184 0.1370 -2.5261
Cl1 0.8486 4.4007 -3.7969
C1 2.0087 3.5473 -2.9072
C2 3.2551 4.1856 -2.6944
C3 4.4202 3.5243 -2.3316
Cl2 5.8991 4.3013 -2.1275
C4 4.3944 2.1052 -2.3632
C5 5.5326 1.3108 -2.2832
C6 5.4022 -0.0554 -2.3343
C7 4.1839 -0.6634 -2.5051
N1 3.0634 0.0656 -2.6037
C8 3.1683 1.4077 -2.5359
C9 1.8728 2.1688 -2.4573
O1 0.7833 1.6250 -2.0884
H1 3.3275 5.2623 -2.8944
H2 6.5277 1.7616 -2.2766
H3 6.2881 -0.6696 -2.1721
H4 4.1116 -1.7709 -2.5347
N2 -2.7945 -1.9341 -2.8056
C10 -3.0991 -0.5993 -2.5238
C11 -4.4628 -0.3165 -2.4144
C12 -4.8384 0.9648 -2.1366
C13 -3.8892 1.9607 -1.8905
C14 -2.5428 1.6079 -2.0301
N3 -2.1897 0.3502 -2.3323
C15 -1.5671 -2.5178 -2.9310
C16 -1.5430 -3.9597 -3.0087
C17 -0.3249 -4.5391 -3.0321
C18 0.9056 -3.7681 -2.9453
C19 0.7372 -2.4452 -2.9865
N4 -0.4324 -1.7965 -2.9841
H5 -3.5633 -2.5652 -3.0080
H6 -5.2329 -1.1196 -2.6660
H7 -5.8776 1.2647 -2.1020
H8 -4.1491 2.9843 -1.7035
H9 -1.6663 2.2489 -1.8833
H10 -2.5383 -4.5210 -3.0104
H11 -0.2813 -5.6285 -3.1255
H12 1.8716 -4.2753 -2.9460
H13 1.6096 -1.7911 -2.9578
F1 0.2049 -6.2968 3.9056
C20 -0.8435 -5.9714 3.0791
F2 -0.7182 -6.6834 1.9189
F3 -2.0013 -6.4182 3.6814
C21 -0.9030 -4.4884 2.7494
C22 -1.6889 -4.0353 1.6548
C23 -1.6369 -2.7058 1.2993
C24 -0.8627 -1.7856 2.0600
C25 -0.2236 -2.2017 3.2290
C26 -0.1849 -3.5868 3.5567
P1 -0.6311 -0.1618 1.4624
C27 -1.8089 0.9470 2.2470
C28 -3.1168 0.7782 1.6909
C29 -4.1396 1.6709 2.0123
C30 -3.9175 2.6997 2.9741
C31 -2.6831 2.7964 3.6436
C32 -1.6195 1.9552 3.2653
C33 -5.0057 3.7665 3.0670
F4 -4.6291 4.9538 3.7439
F5 -6.1025 3.3334 3.7868
F6 -5.4720 4.1431 1.7852
C34 1.0077 0.5247 1.8347
C35 1.2205 1.9512 1.7564
C36 2.4716 2.4585 1.8289
C37 3.5894 1.5907 1.8094
C38 3.4118 0.2021 1.9656
C39 2.1520 -0.3336 1.9557
C40 4.9521 2.2093 1.8467
F7 5.3530 2.9491 2.9067
F8 6.0009 1.2857 1.5993
F9 5.0127 3.0879 0.7278
H14 -2.3471 -4.7123 1.0733
H15 -2.2419 -2.3035 0.4425
H16 0.3880 -1.4765 3.8045
H17 0.3576 -3.9271 4.4329
H18 -3.2362 0.0602 0.8406
H19 -5.2075 1.5026 1.6484
H20 -2.5819 3.4805 4.4851
H21 -0.6137 2.2037 3.6083
H22 0.3549 2.5904 1.7023
H23 2.6463 3.5303 1.8525
H24 4.3110 -0.4104 1.9448
H25 1.9818 -1.4211 1.9773

Computed properties:
E_HOMO: -6.281 eV
gap between HOMO and LUMO: 5.88 eV
E_tot: -4001.7074 hartree
net charge: 0

Just the Löwdin charges please, in e? Sure, here they are: atom 1 (Li): 0.59, atom 2 (Cl): 0.68, atom 3 (C): -0.65, atom 4 (C): -0.14, atom 5 (C): -0.70, atom 6 (Cl): 0.73, atom 7 (C): -0.21, atom 8 (C): -0.04, atom 9 (C): -0.09, atom 10 (C): -0.16, atom 11 (N): 0.10, atom 12 (C): -0.14, atom 13 (C): -0.38, atom 14 (O): -0.17, atom 15 (H): 0.10, atom 16 (H): 0.10, atom 17 (H): 0.10, atom 18 (H): 0.11, atom 19 (N): 0.12, atom 20 (C): -0.30, atom 21 (C): -0.03, atom 22 (C): -0.08, atom 23 (C): -0.05, atom 24 (C): -0.10, atom 25 (N): 0.05, atom 26 (C): -0.29, atom 27 (C): -0.03, atom 28 (C): -0.06, atom 29 (C): -0.05, atom 30 (C): -0.16, atom 31 (N): 0.06, atom 32 (H): 0.14, atom 33 (H): 0.14, atom 34 (H): 0.11, atom 35 (H): 0.10, atom 36 (H): 0.11, atom 37 (H): 0.14, atom 38 (H): 0.11, atom 39 (H): 0.11, atom 40 (H): 0.08, atom 41 (F): 0.11, atom 42 (C): -0.50, atom 43 (F): 0.11, atom 44 (F): 0.11, atom 45 (C): -0.10, atom 46 (C): -0.01, atom 47 (C): -0.08, atom 48 (C): -0.40, atom 49 (C): -0.06, atom 50 (C): 0.02, atom 51 (P): 1.07, atom 52 (C): -0.33, atom 53 (C): -0.10, atom 54 (C): -0.02, atom 55 (C): -0.12, atom 56 (C): -0.01, atom 57 (C): -0.05, atom 58 (C): -0.42, atom 59 (F): 0.07, atom 60 (F): 0.10, atom 61 (F): 0.07, atom 62 (C): -0.31, atom 63 (C): -0.08, atom 64 (C): -0.01, atom 65 (C): -0.11, atom 66 (C): -0.01, atom 67 (C): -0.08, atom 68 (C): -0.44, atom 69 (F): 0.14, atom 70 (F): 0.06, atom 71 (F): 0.05, atom 72 (H): 0.13, atom 73 (H): 0.11, atom 74 (H): 0.12, atom 75 (H): 0.12, atom 76 (H): 0.10, atom 77 (H): 0.15, atom 78 (H): 0.12, atom 79 (H): 0.10, atom 80 (H): 0.10, atom 81 (H): 0.13, atom 82 (H): 0.12, atom 83 (H): 0.11

Record 2
Here is C40H26AsCoF9N6O9PS2 as an isolated structure from the OMol25 dataset. Energies are from ωB97M-V with the def2-TZVPD basis set.

Atoms and positions in Å:
Co1 -0.5996 -1.2623 0.2647
O1 3.0713 -2.8136 2.2547
As1 1.9290 -1.4591 2.6184
O2 0.8723 -4.1992 1.0239
O3 0.9880 -1.7449 1.1074
C1 0.8235 -2.6119 3.7795
C2 1.3450 -3.7650 4.3523
C3 0.5558 -4.5649 5.1689
C4 -0.7634 -4.2239 5.4258
C5 -1.3021 -3.0756 4.8644
C6 -0.5011 -2.2876 4.0542
S1 -1.1957 -0.8508 3.2992
O4 -1.5957 -1.2995 1.9167
O5 -2.3589 -0.4446 4.0337
O6 -0.1074 0.1160 3.1999
H1 3.5358 -2.6272 1.4297
H2 2.3672 -4.0469 4.1390
H3 0.9749 -5.4620 5.6054
H4 -1.3734 -4.8490 6.0641
H5 -2.3247 -2.7800 5.0538
N1 -4.5605 -1.0660 -0.9080
C7 -3.5036 -0.3763 -0.4903
N2 -2.4700 -1.1897 -0.4270
C8 -2.9843 -2.3973 -0.7831
N3 -4.2555 -2.3675 -1.0955
C9 -2.1472 -3.5744 -0.6136
C10 -2.4882 -4.8307 -1.0235
N4 -1.6944 -5.8854 -0.7437
C11 -0.6098 -5.6429 -0.0669
C12 -0.2355 -4.3356 0.3608
N5 -1.0127 -3.2977 0.0746
H6 -5.5015 -0.7390 -1.0492
H7 -3.5282 0.6667 -0.2431
H8 -3.4064 -5.0078 -1.5644
H9 0.0591 -6.4604 0.1693
H10 1.0405 -3.1942 1.1288
F1 5.2225 4.4789 2.4941
C13 4.5881 3.6249 3.3231
F2 4.2235 4.3313 4.4053
F3 5.5010 2.7232 3.7216
C14 3.4127 2.9723 2.6471
C15 2.1401 3.4962 2.8012
C16 1.0689 2.9152 2.1403
C17 1.2628 1.7958 1.3403
C18 2.5492 1.2855 1.1837
C19 3.6220 1.8738 1.8288
P1 -0.0497 1.1114 0.2607
C20 -1.5827 2.0623 0.5631
C21 -2.3019 2.5497 -0.5333
C22 -3.4908 3.2338 -0.3484
C23 -3.9936 3.4073 0.9346
C24 -3.3133 2.8943 2.0261
C25 -2.1087 2.2301 1.8427
C26 -5.3202 4.0952 1.1181
F4 -5.4912 5.0920 0.2329
F5 -5.4578 4.6166 2.3439
F6 -6.3437 3.2348 0.9360
C27 0.6791 1.8704 -1.2654
C28 0.3870 3.1654 -1.6962
C29 1.0411 3.7092 -2.7872
C30 2.0186 2.9792 -3.4491
C31 2.3751 1.7271 -2.9859
C32 1.7159 1.1874 -1.8921
C33 2.6820 3.5844 -4.6548
F7 1.7742 3.9401 -5.5865
F8 3.5434 2.7421 -5.2448
F9 3.3669 4.7001 -4.3413
H11 1.9815 4.3611 3.4303
H12 0.0927 3.3609 2.2474
H13 2.7239 0.4258 0.5496
H14 4.6159 1.4630 1.7110
H15 -1.9542 2.3556 -1.5400
H16 -4.0326 3.6186 -1.2022
H17 -3.7170 3.0033 3.0228
H18 -1.6002 1.8176 2.7006
H19 -0.3361 3.7767 -1.1790
H20 0.7923 4.7084 -3.1202
H21 3.1548 1.1615 -3.4776
H22 2.0199 0.2131 -1.5442
O7 1.0869 -3.6526 -2.0404
S2 1.3903 -2.2508 -2.0529
O8 2.5935 -1.8168 -1.3956
N6 0.0762 -1.3539 -1.5590
C34 -0.4683 -0.6172 -2.5863
O9 -1.3960 0.1661 -2.4780
C35 0.2680 -0.8355 -3.8678
C36 0.0064 -0.2412 -5.0887
C37 0.8682 -0.5180 -6.1411
C38 1.9590 -1.3690 -5.9693
C39 2.2161 -1.9678 -4.7424
C40 1.3472 -1.6717 -3.7108
H23 -0.8343 0.4302 -5.1964
H24 0.6981 -0.0639 -7.1076
H25 2.6203 -1.5616 -6.8029
H26 3.0647 -2.6216 -4.5988

Computed properties:
E_HOMO (alpha / beta): -8.576 / -8.576 eV
relative energy (zero: lowest compared OMol25 entry of this formula, charge and spin): 3.7 kcal/mol
gap between HOMO and LUMO (alpha / beta): 7.30 / 7.30 eV
E_tot: -8200.8613 hartree
net charge: 0

Just the Löwdin charges please, in e? Sure, here they are: atom 1 (Co): 0.46, atom 2 (O): -0.36, atom 3 (As): 1.28, atom 4 (O): 0.09, atom 5 (O): -0.61, atom 6 (C): -0.31, atom 7 (C): -0.09, atom 8 (C): -0.07, atom 9 (C): -0.07, atom 10 (C): -0.05, atom 11 (C): -0.29, atom 12 (S): 0.51, atom 13 (O): -0.37, atom 14 (O): -0.27, atom 15 (O): -0.40, atom 16 (H): 0.03, atom 17 (H): 0.10, atom 18 (H): 0.11, atom 19 (H): 0.11, atom 20 (H): 0.11, atom 21 (N): 0.07, atom 22 (C): -0.07, atom 23 (N): 0.07, atom 24 (C): -0.27, atom 25 (N): 0.16, atom 26 (C): -0.17, atom 27 (C): -0.06, atom 28 (N): 0.11, atom 29 (C): -0.03, atom 30 (C): -0.35, atom 31 (N): 0.15, atom 32 (H): 0.17, atom 33 (H): 0.12, atom 34 (H): 0.12, atom 35 (H): 0.13, atom 36 (H): 0.01, atom 37 (F): 0.14, atom 38 (C): -0.58, atom 39 (F): 0.14, atom 40 (F): 0.14, atom 41 (C): -0.11, atom 42 (C): 0.01, atom 43 (C): -0.05, atom 44 (C): -0.33, atom 45 (C): -0.13, atom 46 (C): 0.00, atom 47 (P): 1.22, atom 48 (C): -0.32, atom 49 (C): -0.12, atom 50 (C): -0.01, atom 51 (C): -0.11, atom 52 (C): 0.03, atom 53 (C): -0.06, atom 54 (C): -0.58, atom 55 (F): 0.14, atom 56 (F): 0.15, atom 57 (F): 0.14, atom 58 (C): -0.29, atom 59 (C): -0.05, atom 60 (C): 0.01, atom 61 (C): -0.11, atom 62 (C): 0.02, atom 63 (C): -0.09, atom 64 (C): -0.58, atom 65 (F): 0.14, atom 66 (F): 0.14, atom 67 (F): 0.14, atom 68 (H): 0.13, atom 69 (H): 0.10, atom 70 (H): 0.09, atom 71 (H): 0.13, atom 72 (H): 0.10, atom 73 (H): 0.13, atom 74 (H): 0.13, atom 75 (H): 0.09, atom 76 (H): 0.10, atom 77 (H): 0.13, atom 78 (H): 0.13, atom 79 (H): 0.07, atom 80 (O): -0.25, atom 81 (S): 0.68, atom 82 (O): -0.29, atom 83 (N): -0.12, atom 84 (C): -0.50, atom 85 (O): 0.05, atom 86 (C): -0.14, atom 87 (C): 0.01, atom 88 (C): -0.05, atom 89 (C): -0.05, atom 90 (C): -0.02, atom 91 (C): -0.22, atom 92 (H): 0.13, atom 93 (H): 0.11, atom 94 (H): 0.11, atom 95 (H): 0.13